Arrangement 1

Formula: C3H6O3
Source: the Open Molecules 2025 dataset
Level of theory: ωB97M-V with the def2-TZVPD basis set

Atoms and positions in Å:
O  0.94791  1.59497  0.08935
C  0.92230  0.54971  0.71684
C  0.55031  -0.70243  0.02684
O  0.95389  -0.78339  -1.30073
C  -1.08462  -0.36576  0.10556
O  -1.36198  0.74349  -0.69569
H  0.90312  0.52936  1.82372
H  0.87207  -1.62748  0.52977
H  0.98601  0.12901  -1.62328
H  -1.54418  -1.25579  -0.32040
H  -1.47325  -0.22471  1.13908
H  -0.67158  1.41302  -0.49106

Results
- LUMO energy: 0.557 eV
- Kohn-Sham gap: 0.38658 Eh
- SMILES: O=C[C@H](O)CO
- 2S+1: 1

Here are the natural (NBO) charges for atoms 1 to 5, given in e: O -0.589; C 0.404; C -0.022; O -0.685; C -0.080


Arrangement 2

Formula: C3H6O3
Source: the Open Molecules 2025 dataset
Level of theory: ωB97M-V with the def2-TZVPD basis set

Atoms and positions in Å:
C  -0.03066  0.05105  -0.21226
C  -0.65953  1.25932  0.38752
C  1.45491  -0.40565  0.20261
O  -0.29935  -0.16316  -1.49857
O  -0.53645  -1.24115  0.83039
O  2.26612  -0.26873  -0.68309
H  0.48419  -0.64458  -1.85866
H  -0.98455  -1.92089  0.30621
H  0.70223  -1.37196  0.95105
H  -0.46810  1.29397  1.45770
H  -0.19692  2.13180  -0.07886
H  -1.73188  1.27999  0.19596

Results
- LUMO energy: 0.590 eV
- Kohn-Sham gap: 0.32672 Eh
- 2S+1: 1

Here are the natural (NBO) charges for atoms 1 to 5, given in e: C 0.455; C -0.670; C 0.226; O -0.661; O -0.818


Arrangement 3

Formula: C3H6O3
Source: the Open Molecules 2025 dataset
Level of theory: ωB97M-V with the def2-TZVPD basis set

Atoms and positions in Å:
O  2.01230  1.20909  0.19984
C  1.14023  0.57314  0.75316
C  0.34970  -0.46787  -0.01155
O  0.66394  -0.32358  -1.36794
C  -1.16548  -0.39562  0.18628
O  -1.70212  0.77981  -0.36300
H  0.96101  0.65029  1.83815
H  0.70800  -1.42997  0.39917
H  1.43199  0.27415  -1.36784
H  -1.62691  -1.29649  -0.25031
H  -1.39842  -0.39301  1.25719
H  -1.37424  0.82005  -1.27314

Results
- LUMO energy: 0.656 eV
- Kohn-Sham gap: 0.41229 Eh
- SMILES: O=C[C@H](O)CO
- 2S+1: 1

Here are the natural (NBO) charges for atoms 1 to 5, given in e: O -0.532; C 0.428; C -0.041; O -0.719; C -0.072


Arrangement 4

Formula: C3H6O3
Source: the Open Molecules 2025 dataset
Level of theory: ωB97M-V with the def2-TZVPD basis set

Atoms and positions in Å:
C  2.20263  -0.93352  0.77071
C  2.30420  -0.36276  -0.42069
O  1.22057  0.17170  -1.05763
H  2.96686  -1.59014  1.14446
H  1.25764  -0.81590  1.27715
H  3.27405  -0.15029  -0.86001
H  1.52425  0.77645  -1.74701
O  -2.68559  0.74280  -0.49888
C  -2.18347  0.59277  0.57504
O  -1.07071  -0.14535  0.75641
H  -2.55958  1.05218  1.49177
H  -0.73045  -0.21694  -0.15584

Results
- LUMO energy: 0.625 eV
- Kohn-Sham gap: 0.36450 Eh
- SMILES: C=CO.O=CO
- 2S+1: 1

Here are the natural (NBO) charges for atoms 1 to 5, given in e: C -0.508; C 0.132; O -0.706; H 0.215; H 0.216


Short version: arrangement 3, arrangement 4, arrangement 1, arrangement 2, most stable first.


Arrangement 1

Formula: C3H6O3
Source: the Open Molecules 2025 dataset
Level of theory: ωB97M-V with the def2-TZVPD basis set

Atoms and positions in Å:
O  -1.13607  1.18604  0.72226
C  -1.12792  -0.15221  0.41463
C  0.12742  -0.85258  0.67631
O  0.61455  -0.31592  -1.91440
C  1.18446  0.43576  -1.11069
O  1.01621  1.62476  -0.77910
H  -0.44965  1.60821  0.14135
H  -1.48790  -0.40965  -0.58909
H  -1.80895  -0.69154  1.12006
H  0.24942  -1.89194  0.37766
H  0.80008  -0.45468  1.43483
H  2.01835  -0.08625  -0.49381

Results
- LUMO energy (spin up / spin down): -2.981 / -2.978 eV
- Kohn-Sham gap (spin up / spin down): 0.24268 / 0.24284 Eh
- 2S+1: 1

Here are the natural (NBO) charges for atoms 1 to 5, given in e: O -0.708; C -0.205; C 0.126; O -0.671; C 0.599


Arrangement 2

Formula: C3H6O3
Source: the Open Molecules 2025 dataset
Level of theory: ωB97M-V with the def2-TZVPD basis set

Atoms and positions in Å:
O  0.23105  1.46110  -0.86064
C  0.06160  0.40413  -0.27783
C  1.16134  -0.39855  0.31020
O  2.38008  0.05428  -0.18112
C  -1.23621  -0.29021  -0.04846
O  -2.27506  0.62774  0.10468
H  1.23169  -0.48378  1.39413
H  0.55324  -1.49321  0.24193
H  2.16790  0.76536  -0.82278
H  -0.83577  -1.14434  0.72792
H  -1.54578  -1.01947  -0.79570
H  -1.89408  1.51695  0.20767

Results
- LUMO energy: 0.588 eV
- Kohn-Sham gap: 0.40186 Eh
- SMILES: O=C(CO)CO
- 2S+1: 1

Here are the natural (NBO) charges for atoms 1 to 5, given in e: O -0.563; C 0.505; C -0.150; O -0.693; C -0.147


Short version: arrangement 2, arrangement 1, most stable first.


Arrangement 1

Formula: C3H6O3
Source: the Open Molecules 2025 dataset
Level of theory: ωB97M-V with the def2-TZVPD basis set

Atoms and positions in Å:
C  -0.38893  0.50991  -0.34130
C  1.04208  0.38598  -0.72353
C  -1.17740  -0.57239  0.01594
O  -0.97521  1.72507  -0.37223
O  0.36135  -1.39047  1.58277
O  -0.69173  -1.75380  0.22139
H  -0.31730  2.40461  -0.58826
H  0.13376  -1.89892  2.37792
H  -2.22057  -0.41303  0.29016
H  1.47642  -0.52228  -0.29614
H  1.12612  0.29590  -1.81147
H  1.63141  1.22942  -0.35525

Results
- LUMO energy (spin up / spin down): -0.607 / -0.189 eV
- Kohn-Sham gap (spin up / spin down): 0.30417 / 0.30652 Eh
- 2S+1: 1

Here are the natural (NBO) charges for atoms 1 to 5, given in e: C 0.398; C -0.710; C 0.064; O -0.636; O -0.629


Arrangement 2

Formula: C3H6O3
Source: the Open Molecules 2025 dataset
Level of theory: ωB97M-V with the def2-TZVPD basis set

Atoms and positions in Å:
C  -1.61554  0.23835  -0.50657
C  0.74462  -1.05900  0.40406
C  0.11030  -0.15871  -0.61092
O  -2.40416  -0.66914  -0.32948
O  0.72429  0.91511  -1.07486
O  -1.22746  1.19968  0.56787
H  -1.62704  0.82408  -1.50830
H  1.09949  -2.03649  -0.17574
H  1.73737  -0.79512  0.91487
H  -0.03078  -1.40943  0.97527
H  1.57403  0.96632  -0.70783
H  -1.26851  0.80729  1.44175

Results
- LUMO energy: -0.421 eV
- Kohn-Sham gap: 0.29755 Eh
- 2S+1: 1

Here are the natural (NBO) charges for atoms 1 to 5, given in e: C 0.463; C -0.771; C 0.533; O -0.713; O -0.586


Arrangement 3

Formula: C3H6O3
Source: the Open Molecules 2025 dataset
Level of theory: ωB97M-V with the def2-TZVPD basis set

Atoms and positions in Å:
O  0.48183  -1.88591  -0.32496
C  0.64326  -1.04422  0.78908
C  0.22484  0.36983  0.43039
O  0.46758  0.65901  -0.96638
C  -0.87022  0.59322  -0.51103
O  -1.57025  1.77209  -0.60292
H  0.78935  -1.36417  -1.08435
H  1.68603  -1.04090  1.14458
H  0.01538  -1.43867  1.59501
H  0.50210  1.17124  1.11674
H  -1.46521  -0.25359  -0.85016
H  -0.90469  2.46208  -0.73600

Results
- LUMO energy: 0.879 eV
- Kohn-Sham gap: 0.40218 Eh
- SMILES: OC[C@H]1O[C@@H]1O
- 2S+1: 1

Here are the natural (NBO) charges for atoms 1 to 5, given in e: O -0.712; C -0.088; C -0.007; O -0.524; C 0.337


Arrangement 4

Formula: C3H6O3
Source: the Open Molecules 2025 dataset
Level of theory: ωB97M-V with the def2-TZVPD basis set

Atoms and positions in Å:
O  -0.80934  -1.12474  -0.29340
C  0.64284  -1.02812  -0.05862
C  0.55315  0.36557  0.58294
O  1.18006  1.40274  -0.09228
C  -0.97565  0.35195  0.29287
O  -1.30394  0.91964  -0.85337
H  -1.08093  -0.37557  -1.16147
H  1.19735  -1.06849  -0.99881
H  0.93895  -1.84432  0.60136
H  0.83157  0.38795  1.63974
H  0.52792  1.66574  -0.77399
H  -1.70199  0.34765  1.11504

Results
- LUMO energy: 0.854 eV
- Kohn-Sham gap: 0.39542 Eh
- 2S+1: 1

Here are the natural (NBO) charges for atoms 1 to 5, given in e: O -0.568; C -0.104; C 0.011; O -0.703; C 0.383


Short version: arrangement 3, arrangement 4, arrangement 2, arrangement 1, most stable first.


Arrangement 1

Formula: C5H13N2O
Source: the Open Molecules 2025 dataset
Level of theory: ωB97M-V with the def2-TZVPD basis set

Atoms and positions in Å:
C  0.21249  1.03197  1.47358
O  1.03304  0.04728  1.05383
C  -0.24885  0.79538  2.92025
N  -1.37921  1.66710  3.35637
H  0.72693  2.02708  1.46002
H  -0.72769  1.10947  0.86829
H  -0.49147  -0.27207  2.98614
H  0.58974  0.96873  3.60361
H  -2.07956  1.65803  2.62091
H  -1.80820  1.24714  4.17261
C  1.29841  -0.14977  -1.97755
C  0.14329  -1.05474  -2.29559
C  0.21592  -2.39057  -2.17851
N  -1.02224  -0.39589  -2.63955
H  1.30953  0.12567  -0.89023
H  1.24546  0.76135  -2.58282
H  2.23887  -0.65617  -2.21331
H  -0.63095  -3.04312  -2.37211
H  1.13119  -2.84597  -1.82955
H  -0.92776  0.52697  -3.05486
H  -1.71414  -0.92188  -3.17492

Results
- Net charge: -2
- LUMO energy (spin up / spin down): 6.268 / 6.251 eV
- Kohn-Sham gap (spin up / spin down): 0.08002 / 0.22874 Eh
- 2S+1: 2

Here are the natural (NBO) charges for atoms 1 to 5, given in e: C -0.029; O -0.970; C -0.240; N -0.871; H 0.073


Arrangement 2

Formula: C5H13N2O
Source: the Open Molecules 2025 dataset
Level of theory: ωB97M-V with the def2-TZVPD basis set

Atoms and positions in Å:
C  -0.70001  0.65615  0.11450
N  -2.05466  0.18209  0.37422
C  -2.82900  1.04645  1.38970
O  -2.56473  2.35564  1.39549
C  0.27506  -0.46407  -0.21387
C  1.72600  0.03669  -0.04171
C  2.76323  -1.06862  -0.23759
N  -0.00674  -0.94045  -1.55044
H  -0.67847  1.32602  -0.74942
H  -0.38325  1.19527  1.00313
H  -2.59408  0.21444  -0.48143
H  -3.87538  0.83725  1.08173
H  -2.58700  0.57500  2.35947
H  0.11483  -1.27813  0.49603
H  1.81144  0.50786  0.94161
H  1.88375  0.84352  -0.76611
H  3.72878  -0.71483  -0.63238
H  2.46177  -1.72275  -1.06422
H  2.92400  -1.63432  0.67760
H  0.47658  -1.76479  -1.87956
H  0.10790  -0.18842  -2.21674

Results
- Net charge: -2
- LUMO energy (spin up / spin down): 6.901 / 6.849 eV
- Kohn-Sham gap (spin up / spin down): 0.11618 / 0.25805 Eh
- 2S+1: 2

Here are the natural (NBO) charges for atoms 1 to 5, given in e: C -0.220; N -0.692; C 0.139; O -0.970; C -0.067


Short version: arrangement 2, arrangement 1, most stable first.


Arrangement 1

Formula: C3H3N2OS
Source: the Open Molecules 2025 dataset
Level of theory: ωB97M-V with the def2-TZVPD basis set

Atoms and positions in Å:
C  -1.28964  0.25519  0.03407
C  -0.14748  0.71818  0.57671
C  -1.12827  -1.11501  -0.38223
N  0.03632  -1.63765  -0.20149
N  2.35758  0.57312  -0.67397
O  3.18233  1.04528  -0.07976
S  1.05092  -0.59043  0.57742
H  -2.21256  0.80116  -0.06858
H  0.06656  1.67301  1.01735
H  -1.91577  -1.72285  -0.79952

Results
- Net charge: +1
- LUMO energy (spin up / spin down): -7.000 / -7.000 eV
- Kohn-Sham gap (spin up / spin down): 0.30212 / 0.30209 Eh
- 2S+1: 1

Here are the natural (NBO) charges for atoms 1 to 5, given in e: C -0.232; C -0.368; C 0.125; N -0.553; N 0.418


Arrangement 2

Formula: C3H3N2OS
Source: the Open Molecules 2025 dataset
Level of theory: ωB97M-V with the def2-TZVPD basis set

Atoms and positions in Å:
C  -4.36615  0.79790  0.29358
C  -2.46846  -0.75645  -0.06829
C  0.09735  -0.14863  -0.01917
N  -3.73338  1.60787  -0.26340
N  -4.57733  -0.49779  0.67162
O  -3.56544  -1.14443  0.27088
S  -1.27817  -0.63546  -1.11834
H  0.16350  -0.81262  0.77014
H  -0.02724  1.00116  0.11229
H  1.20243  -0.15824  -0.46064

Results
- Net charge: +1
- LUMO energy (spin up / spin down): -7.067 / -7.211 eV
- Kohn-Sham gap (spin up / spin down): 0.30900 / 0.29080 Eh
- 2S+1: 1

Here are the natural (NBO) charges for atoms 1 to 5, given in e: C 0.317; C 0.279; C -0.779; N -0.223; N -0.049


Arrangement 3

Formula: C3H3N2OS
Source: the Open Molecules 2025 dataset
Level of theory: ωB97M-V with the def2-TZVPD basis set

Atoms and positions in Å:
N  0.12939  0.48325  -2.27172
C  -0.55787  0.45127  -1.30432
N  -0.99908  0.58352  -0.08415
C  -0.31528  0.05187  1.14777
O  -1.01334  -0.20135  2.06706
C  1.10159  -0.44225  1.14219
S  1.25712  -1.94810  1.54020
H  0.33374  0.06910  -3.15353
H  -1.95806  0.80063  -0.00571
H  2.02179  0.15206  0.92222

Results
- Net charge: +1
- LUMO energy: -5.600 eV
- Kohn-Sham gap: 0.28664 Eh
- SMILES: [NH+]#CNC(=O)C=S
- 2S+1: 1

Here are the natural (NBO) charges for atoms 1 to 5, given in e: N -0.449; C 0.779; N -0.638; C 0.643; O -0.395


Short version: arrangement 3, arrangement 1, arrangement 2, most stable first.


Arrangement 1

Formula: C3H8N2O2
Source: the Open Molecules 2025 dataset
Level of theory: ωB97M-V with the def2-TZVPD basis set

Atoms and positions in Å:
C  -1.83266  0.08827  -1.05304
C  -0.92303  -0.44140  0.02079
O  -1.16266  -1.41402  0.70413
N  0.23251  0.27669  0.21396
N  0.58918  1.27001  -0.71433
C  1.18114  -0.16201  1.20094
O  1.93432  -1.33972  0.82433
H  -1.35488  -0.02224  -2.02357
H  -2.76220  -0.47395  -1.03612
H  -2.02465  1.14533  -0.89223
H  1.42750  0.98546  -1.21930
H  0.78460  2.14279  -0.22818
H  1.90783  0.63162  1.39220
H  0.68530  -0.61084  2.08561
H  1.31771  -2.07600  0.72481

Results
- LUMO energy: 0.794 eV
- Kohn-Sham gap: 0.39017 Eh
- SMILES: CC(=O)N(N)CO
- 2S+1: 1

Here are the natural (NBO) charges for atoms 1 to 5, given in e: C -0.706; C 0.691; O -0.624; N -0.327; N -0.645


Arrangement 2

Formula: C3H8N2O2
Source: the Open Molecules 2025 dataset
Level of theory: ωB97M-V with the def2-TZVPD basis set

Atoms and positions in Å:
C  -0.07663  -1.36445  -1.10706
C  0.00040  1.07384  0.74440
C  0.50407  2.01056  -0.04773
N  -0.56589  -2.24914  -0.30962
N  -0.61036  -2.26837  0.92325
O  -1.25264  0.97867  1.15989
O  1.86665  2.21438  -0.33290
H  -0.08331  -1.43897  -2.16891
H  0.29474  -0.38437  -0.57876
H  0.70926  0.62443  1.50395
H  -0.08510  2.58006  -0.74581
H  -0.77354  -3.10901  -0.89296
H  -0.39291  -1.31104  1.29113
H  -1.85498  1.16539  0.47040
H  2.32023  1.47801  0.09072

Results
- LUMO energy: 0.801 eV
- Kohn-Sham gap: 0.31278 Eh
- 2S+1: 1

Here are the natural (NBO) charges for atoms 1 to 5, given in e: C -0.372; C 0.003; C 0.059; N -0.170; N -0.552


Short version: arrangement 1, arrangement 2, most stable first.